1.
Computed, not measured: C19H55F9N3O21S3Y as an isolated structure at a distorted geometry, with wB97M-V/def2-TZVPD.

**LUMO energy**: -0.13136 Eh
**Kohn-Sham gap**: 4.8 eV
**HOMO**: -8.4 eV

```
! wB97M-V def2-TZVPD RIJCOSX def2/J DEFGRID3
* xyz 0 1
Y 2.23 10.91 -7.87
C 6.94 10.24 -9.05
F 6.93 11.60 -9.14
F 7.75 9.73 -9.98
F 7.36 9.85 -7.83
S 5.20 9.40 -9.46
O 5.28 7.92 -9.51
O 4.22 9.80 -8.46
O 4.80 9.87 -10.78
C -1.54 9.68 -5.48
F -1.94 9.84 -6.72
F -2.63 9.94 -4.71
F -1.12 8.48 -5.28
S -0.26 11.10 -5.05
O -0.94 12.43 -4.96
O 0.33 10.65 -3.78
O 0.70 11.12 -6.18
C 4.68 7.60 -5.58
F 4.98 6.67 -4.69
F 5.42 8.74 -5.32
F 5.01 7.10 -6.79
S 2.75 7.90 -5.43
O 2.04 6.74 -6.04
O 2.50 8.15 -3.99
O 2.42 9.09 -6.23
O 0.37 7.07 -2.67
H -0.16 7.13 -3.46
H 1.25 7.32 -2.95
O 2.62 6.47 -9.06
H 2.83 6.62 -9.98
H 3.47 6.37 -8.64
O 3.67 11.61 -5.99
H 4.26 12.33 -5.78
H 3.47 11.21 -5.14
O 0.45 4.35 -6.74
H 0.63 5.29 -6.76
H 1.04 3.98 -7.40
O 1.35 8.84 -8.66
H 1.60 7.92 -8.56
H 0.68 8.84 -9.35
C 4.65 9.61 -1.81
C 3.78 10.88 -2.12
O 3.24 10.83 -3.43
O 3.78 8.49 -1.75
H 5.19 9.69 -0.86
H 5.38 9.45 -2.60
H 4.36 11.79 -1.96
H 3.00 10.90 -1.36
H 2.38 10.42 -3.47
H 3.17 8.45 -2.49
C 8.33 10.07 -4.25
C 9.30 9.81 -5.34
O 9.97 11.01 -5.72
O 8.99 10.49 -3.01
H 7.80 9.14 -4.05
H 7.65 10.89 -4.48
H 8.78 9.36 -6.19
H 10.00 9.05 -4.99
H 10.30 10.89 -6.62
H 9.31 11.37 -3.21
C 5.23 4.01 -5.87
C 5.27 3.01 -7.06
C 4.46 1.70 -6.83
O 4.99 1.00 -5.69
C 6.19 0.32 -5.98
N 4.77 3.68 -8.20
H 4.27 4.52 -5.80
H 6.03 4.74 -5.96
H 5.17 3.47 -4.92
H 6.29 2.72 -7.28
H 4.50 1.16 -7.78
H 3.39 1.88 -6.80
H 6.57 0.00 -5.01
H 6.99 1.01 -6.24
H 6.16 -0.49 -6.71
H 5.26 4.57 -8.23
H 4.95 3.18 -9.05
C 3.45 4.96 -2.18
C 3.78 4.92 -0.67
C 4.36 3.58 -0.23
O 4.48 3.18 1.14
C 3.31 3.31 1.96
N 4.72 6.04 -0.51
H 2.98 4.08 -2.62
H 4.30 5.11 -2.86
H 2.78 5.79 -2.37
H 2.86 5.11 -0.11
H 5.34 3.42 -0.68
H 3.68 2.81 -0.62
H 2.40 2.83 1.59
H 3.19 4.39 2.06
H 3.56 2.83 2.91
H 4.29 6.95 -0.56
H 5.11 6.10 0.42
C 11.04 8.72 -9.83
C 10.82 8.37 -8.35
C 9.68 7.31 -8.03
O 9.53 7.22 -6.61
C 8.40 6.39 -6.21
N 12.10 7.86 -7.84
H 11.54 7.90 -10.35
H 11.64 9.62 -9.92
H 10.12 8.94 -10.38
H 10.57 9.31 -7.84
H 9.96 6.43 -8.60
H 8.71 7.64 -8.38
H 7.42 6.77 -6.49
H 8.43 6.18 -5.14
H 8.52 5.43 -6.71
H 12.27 6.98 -8.31
H 12.04 7.67 -6.85
*
```

***

2.
Computed, not measured: a 5-piece molecular cluster, C14H28Br4O4 overall at a distorted geometry, with wB97M-V/def2-TZVPD.

**LUMO energy**: 0.01579 Eh
**Kohn-Sham gap**: 9.9 eV
**SMILES**: CCOC(C)=O.CC(C)=O.CC(C)=O.BrCCBr.BrCCBr
**HOMO**: -9.5 eV

```
! wB97M-V def2-TZVPD RIJCOSX def2/J DEFGRID3
* xyz 0 1
C 0.35 -5.06 -1.16
C 1.26 -4.91 -2.37
O 0.47 -4.70 -3.53
C 0.24 -3.44 -3.93
C -0.40 -3.44 -5.29
O 0.49 -2.46 -3.30
H 0.87 -5.11 -0.21
H -0.32 -5.91 -1.29
H -0.27 -4.16 -1.07
H 2.03 -4.16 -2.18
H 1.84 -5.80 -2.58
H -1.37 -3.92 -5.32
H 0.27 -3.91 -6.02
H -0.59 -2.42 -5.64
C -1.44 -1.46 0.48
C -0.19 -1.66 1.31
C 0.87 -0.58 1.25
O -0.03 -2.67 1.96
H -1.95 -0.51 0.62
H -2.11 -2.32 0.58
H -1.14 -1.48 -0.57
H 0.38 0.32 1.64
H 1.13 -0.46 0.20
H 1.70 -0.87 1.88
C -1.00 4.38 -1.65
C -0.22 3.33 -0.89
C -0.04 1.99 -1.58
O 0.19 3.52 0.22
H -1.36 4.06 -2.63
H -0.45 5.29 -1.90
H -1.91 4.65 -1.11
H -0.77 1.27 -1.20
H 0.98 1.62 -1.53
H -0.24 2.04 -2.65
Br 2.32 -0.12 4.49
C 3.35 1.55 4.50
C 2.80 2.48 3.42
Br 3.94 4.08 3.33
H 4.40 1.32 4.41
H 3.25 2.04 5.46
H 1.80 2.81 3.67
H 2.80 1.97 2.46
Br -4.01 3.35 0.37
C -2.91 3.57 2.00
C -2.60 2.18 2.52
Br -1.06 2.17 3.72
H -3.53 4.18 2.64
H -2.00 4.10 1.72
H -2.38 1.53 1.68
H -3.42 1.71 3.05
*
```

***

3.
Computed, not measured: C32H31BBrN10O4STi as an isolated structure at a distorted geometry, with wB97M-V/def2-TZVPD.

**LUMO energy (spin up / spin down)**: 0.09166 / 0.05821 Eh
**Kohn-Sham gap (spin up / spin down)**: 7.1 / 7.2 eV
**HOMO (spin up / spin down)**: -4.6 / -5.6 eV

```
! wB97M-V def2-TZVPD RIJCOSX def2/J DEFGRID3
* xyz -1 3
Ti -0.65 -0.96 0.00
O -2.88 -1.04 5.06
C -3.34 -2.15 4.42
C -4.24 -2.96 5.10
C -4.71 -4.12 4.50
C -4.29 -4.48 3.23
C -3.41 -3.65 2.54
C -2.94 -2.48 3.12
C -2.06 -1.53 2.34
O -1.95 -1.85 1.02
N -0.70 -1.45 2.97
N 0.23 -1.14 1.99
C 1.47 -1.30 2.27
C 2.46 -1.21 1.27
Br 0.60 -3.12 -0.50
C 3.73 -0.94 1.09
C 4.48 0.05 1.89
C 3.84 1.14 2.47
C 4.56 2.04 3.25
C 5.92 1.86 3.45
C 6.57 0.78 2.86
C 5.85 -0.11 2.08
H -2.19 -0.62 4.52
H -4.55 -2.67 6.10
H -5.42 -4.74 5.04
H -4.66 -5.38 2.77
H -3.08 -3.88 1.54
H -2.50 -0.53 2.45
H -0.46 -2.34 3.40
H 1.78 -1.62 3.27
H 4.26 -1.42 0.27
H 2.79 1.31 2.26
H 4.05 2.89 3.68
H 6.48 2.56 4.06
H 7.63 0.63 3.01
H 6.36 -0.96 1.62
N 4.46 3.66 -5.39
C 3.59 3.18 -4.40
C 2.41 3.87 -4.11
C 1.57 3.42 -3.11
C 1.91 2.29 -2.38
C 3.09 1.61 -2.65
C 3.93 2.05 -3.66
S 0.86 1.70 -1.08
O -0.21 2.66 -0.98
O 1.68 1.50 0.10
N 0.42 0.19 -1.51
C -0.03 0.02 -2.82
N -0.37 1.09 -3.55
C -0.86 0.86 -4.76
C -1.00 -0.41 -5.29
C -0.53 -1.44 -4.48
N -0.04 -1.24 -3.27
H 4.02 4.24 -6.09
H 5.08 2.97 -5.78
H 2.14 4.74 -4.69
H 0.63 3.91 -2.89
H 3.34 0.73 -2.07
H 4.84 1.52 -3.88
H -1.15 1.74 -5.32
H -1.43 -0.58 -6.26
H -0.54 -2.47 -4.83
B -3.48 0.91 -1.03
N -2.73 1.35 0.28
C -3.06 2.41 1.01
C -2.08 2.62 1.98
C -1.17 1.60 1.74
N -1.57 0.83 0.72
N -3.45 -0.63 -1.21
C -4.50 -1.44 -1.38
C -4.04 -2.69 -1.77
C -2.65 -2.55 -1.80
N -2.30 -1.31 -1.47
H -2.95 1.43 -1.98
H -4.64 1.23 -0.90
H -3.96 2.96 0.79
H -2.04 3.39 2.72
H -0.23 1.39 2.24
H -5.49 -1.07 -1.23
H -4.62 -3.57 -1.98
H -1.89 -3.27 -2.03
*
```

***

| no. | calculated total energy (Eh) |
| --- | --- |
| 1 | -4632.89448 |
| 2 | -11147.25566 |
| 3 | -5933.24301 |